ORCA calculation (ωB97M-V/def2-TZVPD) on a single H5N2O2P molecule at a distorted geometry.

Last column: Mulliken charge in e.
CARTESIAN COORDINATES (ANGSTROEM)
N: 0.56 -1.16 -1.06  -0.60
N: 0.60 -0.33 0.04  -0.20
O: -1.56 0.54 -0.75  -0.50
O: -0.21 1.98 1.21  -0.49
P: -0.77 0.43 0.75  0.34
H: -0.34 -1.55 -1.24  0.26
H: 0.51 -0.52 -1.87  0.27
H: 1.19 -0.86 0.76  0.27
H: -2.50 0.51 -0.73  0.32
H: 0.72 2.17 0.93  0.32

The energy relative to the best compared isomer or geometry (same formula, charge and spin) is 205.7 kJ/mol. The SMILES is NNP(O)O. The value obtained for the HOMO energy is -8.76 eV.

***

ORCA calculation (ωB97M-V/def2-TZVPD) on a molecular structure, C25H37O2Sn at a distorted geometry.

Last column: Mulliken charge in e.
CARTESIAN COORDINATES (ANGSTROEM)
O: 6.56 1.87 0.18  -0.27
C: 7.57 1.68 -0.90  -0.44
C: 8.79 1.94 -0.02  -0.79
H: 7.40 2.42 -1.70  0.23
H: 7.57 0.66 -1.30  0.33
C: 7.69 2.14 1.06  1.51
H: 9.33 2.86 -0.30  0.33
H: 9.43 1.06 0.11  0.29
C: 7.73 3.58 1.56  -1.77
H: 7.63 4.29 0.72  0.38
H: 8.71 3.77 2.01  0.40
H: 6.95 3.74 2.32  0.37
C: 7.80 1.14 2.20  -1.74
H: 7.76 0.11 1.81  0.35
H: 7.02 1.35 2.94  0.38
H: 8.78 1.26 2.68  0.44
Sn: 0.07 0.27 -0.83  0.51
C: -0.76 -2.13 0.72  -0.45
C: -0.73 -2.61 -0.61  -0.32
C: 0.63 -2.57 -1.06  -1.04
H: -1.58 -2.99 -1.17  0.43
C: 1.43 -2.11 0.04  0.06
C: 0.56 -1.82 1.13  -0.89
H: 0.86 -1.52 2.13  0.45
H: -1.66 -2.06 1.34  0.30
H: 1.00 -2.94 -2.00  0.39
H: 2.51 -2.12 0.08  0.35
C: -1.61 1.58 1.19  -0.20
C: -0.73 0.88 2.21  -0.75
C: 0.55 1.40 2.20  -0.28
H: -1.18 0.20 2.94  0.40
C: 0.69 2.30 1.09  -0.56
C: -0.53 2.33 0.38  -1.11
H: -0.82 3.08 -0.35  0.60
H: -2.30 2.30 1.69  0.39
H: 1.32 1.21 2.95  0.55
H: 1.60 2.86 0.86  0.41
O: 3.50 1.68 -0.10  -0.37
C: 3.94 0.64 0.82  0.19
C: 4.71 -0.43 0.04  -0.18
H: 3.12 0.19 1.42  -0.05
H: 4.61 1.19 1.50  0.19
C: 4.84 0.19 -1.35  -0.02
H: 4.14 -1.37 -0.03  0.03
H: 5.64 -0.66 0.58  0.12
C: 3.64 1.12 -1.44  -0.33
H: 4.95 -0.51 -2.19  0.48
H: 5.64 0.93 -1.35  -0.38
H: 2.78 0.48 -1.77  -0.17
H: 3.82 1.94 -2.17  0.39
C: -5.83 0.08 -0.41  -1.78
C: -4.55 -0.74 -0.54  2.66
C: -4.71 -2.01 0.31  -1.72
C: -4.35 -1.13 -2.00  -1.51
C: -3.39 0.05 -0.09  -0.72
C: -2.42 0.63 0.39  -0.32
H: -6.67 -0.53 -0.76  0.41
H: -5.76 1.00 -1.01  0.38
H: -6.01 0.36 0.63  0.39
H: -5.56 -2.60 -0.05  0.45
H: -3.81 -2.63 0.26  0.26
H: -4.92 -1.74 1.35  0.38
H: -4.29 -0.22 -2.61  0.37
H: -3.42 -1.69 -2.13  0.22
H: -5.19 -1.74 -2.34  0.41

The charge is -1. The energy relative to the best compared isomer or geometry (same formula, charge and spin) is 24.7 kJ/mol. The value obtained for the HOMO energy (alpha / beta) is -0.96 / -1.32 eV.

***

ORCA calculation (ωB97M-V/def2-TZVPD) on 8 unconnected molecules or ions with the total composition C32H61BrNO14PS at a distorted geometry.

Last column: Mulliken charge in e.
CARTESIAN COORDINATES (ANGSTROEM)
C: 4.93 -2.35 -0.34  -0.87
O: 3.78 -3.14 -0.63  -0.07
C: 4.06 -4.02 -1.72  -0.84
C: 3.46 -3.46 -3.03  -0.58
C: 1.92 -3.72 -3.11  0.30
C: 1.03 -2.43 -3.08  -1.31
N: 0.16 -2.34 -1.91  1.25
C: -0.88 -3.36 -1.94  -1.23
C: -0.99 -4.18 -0.61  -0.97
C: 0.36 -4.41 0.10  -0.26
Br: 0.02 -4.53 2.06  -0.31
C: -0.42 -1.00 -1.72  0.99
C: -1.26 -0.47 -2.93  -0.05
O: -1.62 -1.20 -3.88  -0.75
O: -1.58 0.75 -2.85  -0.61
C: -1.37 -0.99 -0.45  -0.54
O: -2.60 -0.88 -0.58  -0.80
O: -0.81 -1.05 0.69  -0.69
P: 0.85 0.32 -1.33  0.63
O: 1.47 0.97 -2.70  -0.58
O: 0.03 1.54 -0.64  -0.30
S: 2.23 -0.21 -0.07  -0.24
H: 5.81 -2.97 -0.08  0.37
H: 4.66 -1.75 0.54  0.18
H: 5.13 -1.66 -1.19  0.30
H: 3.60 -4.99 -1.45  0.30
H: 5.15 -4.21 -1.81  0.48
H: 3.92 -4.08 -3.84  0.25
H: 3.75 -2.42 -3.23  0.34
H: 1.72 -4.24 -4.06  0.26
H: 1.66 -4.44 -2.31  -0.17
H: 1.71 -1.57 -3.19  0.20
H: 0.43 -2.48 -4.01  0.42
H: -1.88 -2.94 -2.15  0.43
H: -0.71 -4.09 -2.75  0.65
H: -1.75 -3.77 0.07  0.61
H: -1.37 -5.18 -0.90  0.34
H: 1.08 -3.59 -0.01  0.06
H: 0.80 -5.37 -0.22  0.43
H: 2.42 0.85 -2.59  0.39
H: -0.24 1.25 0.25  -0.04
C: -2.03 0.92 2.94  -0.83
C: -0.76 1.57 3.42  0.80
O: 0.33 1.12 3.17  -0.51
C: -0.91 2.83 4.25  -0.90
H: -1.80 0.03 2.34  0.01
H: -2.65 0.63 3.79  0.48
H: -2.59 1.62 2.30  0.26
H: -1.48 2.62 5.15  0.40
H: -1.41 3.60 3.65  -0.01
H: 0.08 3.19 4.53  0.30
C: -3.63 5.17 -1.57  -1.15
C: -2.18 4.77 -1.39  0.81
O: -1.55 5.17 -0.44  -0.57
C: -1.59 3.88 -2.44  -0.84
H: -3.94 5.81 -0.75  0.28
H: -3.76 5.71 -2.51  0.33
H: -4.26 4.28 -1.57  0.32
H: -1.63 4.37 -3.42  0.45
H: -2.14 2.93 -2.48  0.31
H: -0.55 3.67 -2.20  0.09
C: 5.08 4.56 1.75  -1.07
C: 4.61 3.15 1.46  0.83
O: 5.00 2.55 0.49  -0.55
C: 3.65 2.55 2.46  -0.66
H: 5.77 4.88 0.96  0.30
H: 4.23 5.24 1.77  0.22
H: 5.61 4.59 2.70  0.32
H: 2.74 3.15 2.51  0.14
H: 4.13 2.50 3.44  0.43
H: 3.38 1.54 2.14  0.05
C: -0.56 6.34 2.96  -0.54
C: 0.70 7.01 3.46  0.74
O: 1.80 6.56 3.22  -0.55
C: 0.53 8.27 4.27  -1.14
H: -0.30 5.45 2.39  0.21
H: -1.18 6.05 3.81  0.15
H: -1.11 7.03 2.31  0.34
H: -0.06 8.06 5.17  0.27
H: 0.02 9.03 3.67  0.32
H: 1.50 8.65 4.56  0.33
C: -1.79 -8.43 3.43  -1.14
C: -1.32 -8.36 2.00  0.91
O: -0.16 -8.17 1.72  -0.51
C: -2.36 -8.54 0.92  -1.15
H: -0.94 -8.29 4.09  0.28
H: -2.52 -7.65 3.62  0.30
H: -2.23 -9.41 3.63  0.36
H: -3.12 -7.76 1.01  0.31
H: -2.83 -9.52 1.01  0.38
H: -1.89 -8.46 -0.06  0.28
C: 1.42 -3.18 -8.22  -1.15
C: 1.44 -4.42 -7.35  0.83
O: 1.86 -4.38 -6.22  -0.49
C: 0.90 -5.69 -7.95  -1.18
H: 1.84 -2.35 -7.66  0.27
H: 2.03 -3.35 -9.11  0.36
H: 0.40 -2.94 -8.50  0.34
H: 1.48 -5.97 -8.83  0.34
H: -0.15 -5.56 -8.22  0.34
H: 0.97 -6.49 -7.21  0.28
C: -4.75 5.66 6.21  -1.18
C: -4.29 5.70 4.77  0.76
O: -3.14 5.94 4.48  -0.52
C: -5.32 5.41 3.71  -1.00
H: -3.91 5.88 6.86  0.29
H: -5.53 6.40 6.37  0.34
H: -5.13 4.66 6.45  0.34
H: -6.12 6.15 3.76  0.35
H: -5.72 4.41 3.84  0.33
H: -4.85 5.47 2.72  0.20

The charge is -2. The value obtained for the HOMO energy is -1.43 eV.